(1)
106
Properties=species:S:1:pos:R:3:lowdin_charge:R:1 method="wB97M-V/def2-TZVPD" total_energy_ha=-2166.078436 fmax_ev_per_a=4.01 charge=0 relative_energy_ev=8.9507 e_homo_ev=-5.424 lumo_energy_ev=-2.09 orbital_gap_ev=3.3
N -0.488 -0.207 -1.013 0.3551
H -0.109 -0.759 -0.256 0.1562
H 0.063 -0.403 -1.836 0.1596
H -0.352 0.776 -0.825 0.1558
H -1.478 -0.402 -0.960 0.1658
C -7.726 -2.817 -2.279 -0.4543
O -8.735 -1.739 -2.359 -0.1228
O -6.593 -2.332 -1.588 -0.3116
C -8.406 -4.173 -1.763 -0.5715
F -9.233 -4.787 -2.605 0.1099
F -7.534 -5.186 -1.563 0.0955
F -9.075 -3.945 -0.608 0.1082
C -9.839 -1.935 -3.279 -0.2713
C -10.679 -0.617 -3.366 -0.0820
H -11.105 -0.519 -2.368 0.0654
H -10.062 0.230 -3.666 0.0633
H -11.513 -0.725 -4.060 0.0592
H -10.509 -2.643 -2.792 0.0956
H -9.608 -2.314 -4.275 0.1067
H -7.455 -3.165 -3.276 0.1134
C -5.002 -3.601 4.843 -0.1778
O -4.054 -3.836 3.836 -0.1324
H -5.812 -4.307 4.662 0.0783
H -4.627 -3.705 5.861 0.0780
H -5.390 -2.593 4.695 0.0754
H -4.510 -3.649 3.012 0.0778
C -1.663 -6.658 -4.099 -0.1815
O -1.435 -5.410 -3.532 -0.1319
H -0.776 -7.282 -3.993 0.0746
H -2.463 -7.101 -3.505 0.0848
H -1.887 -6.569 -5.162 0.0764
H -2.215 -5.122 -3.051 0.0769
C -6.696 3.880 -0.324 -0.1335
O -5.516 3.224 -0.890 -0.1517
H -6.365 4.850 0.048 0.0728
H -7.480 3.928 -1.079 0.0736
H -7.123 3.317 0.506 0.0713
H -5.762 2.326 -1.123 0.0659
C -0.136 6.036 -2.429 -0.0623
C 0.509 6.261 -1.025 -0.4233
C 0.501 7.720 -0.506 -0.2024
O 1.365 7.884 0.620 -0.1933
C 1.560 9.213 1.066 -0.1034
N -0.168 5.372 -0.089 0.0254
H 0.368 6.669 -3.160 0.0714
H -1.202 6.204 -2.585 0.0744
H 0.020 4.991 -2.698 0.0662
H 1.560 5.993 -1.134 0.1306
H -0.533 7.950 -0.253 0.1237
H 0.766 8.440 -1.281 0.1160
H 0.769 9.556 1.733 0.0871
H 1.539 9.811 0.155 0.0761
H 2.536 9.451 1.489 0.0872
H -1.126 5.680 -0.175 0.0654
H 0.075 5.609 0.862 0.0630
C 5.535 -0.394 -5.922 -0.0728
C 4.941 0.213 -4.656 -0.4617
C 5.112 1.706 -4.590 -0.2169
O 6.440 2.148 -4.341 -0.1860
C 6.690 3.511 -4.518 -0.1105
N 3.591 -0.259 -4.570 0.0253
H 5.385 -1.474 -5.938 0.0766
H 6.592 -0.144 -6.013 0.0779
H 5.168 0.025 -6.859 0.0793
H 5.567 -0.191 -3.861 0.1446
H 4.391 2.093 -3.870 0.1177
H 4.762 2.145 -5.524 0.1228
H 6.635 3.752 -5.580 0.0884
H 7.688 3.731 -4.140 0.0916
H 5.945 4.051 -3.934 0.0860
H 3.074 -0.116 -5.427 0.0736
H 3.697 -1.263 -4.543 0.0670
C 4.212 -4.211 2.152 -0.0440
C 2.802 -4.892 2.087 -0.4326
C 2.690 -6.165 2.926 -0.2328
O 3.664 -7.089 2.481 -0.1799
C 3.496 -8.323 3.157 -0.1142
N 1.884 -3.885 2.555 0.0125
H 4.136 -3.320 1.528 0.0678
H 4.981 -4.806 1.660 0.0705
H 4.531 -4.001 3.173 0.0794
H 2.423 -5.207 1.115 0.1376
H 1.666 -6.531 2.850 0.1232
H 2.908 -6.002 3.982 0.1238
H 3.437 -8.262 4.243 0.0854
H 4.342 -8.954 2.881 0.0888
H 2.592 -8.826 2.814 0.0857
H 2.225 -3.594 3.460 0.0648
H 0.990 -4.279 2.810 0.0661
C 5.313 2.667 4.319 -0.0648
C 3.785 2.606 4.596 -0.3969
C 3.398 1.770 5.848 -0.2442
O 3.711 0.425 5.625 -0.2097
C 3.690 -0.411 6.862 -0.0394
N 3.347 4.017 4.862 0.0213
H 5.599 3.239 3.437 0.0686
H 5.643 1.666 4.041 0.0666
H 5.879 2.994 5.192 0.0780
H 3.282 2.198 3.720 0.1240
H 2.344 1.826 6.119 0.1186
H 3.940 2.231 6.674 0.1218
H 2.705 -0.333 7.322 0.0795
H 4.460 0.059 7.474 0.0830
H 3.912 -1.457 6.651 0.0804
H 3.239 4.548 4.010 0.0615
H 2.374 3.897 5.105 0.0514


(2)
111
Properties=species:S:1:pos:R:3:lowdin_charge:R:1 method="wB97M-V/def2-TZVPD" total_energy_ha=-5725.503396 fmax_ev_per_a=4.00 charge=-1 relative_energy_ev=3.5384 e_homo_ev=-2.606 lumo_energy_ev=1.72 orbital_gap_ev=4.3
C 27.553 14.657 31.190 -0.1205
C 27.021 13.754 32.255 -0.6353
C 28.100 13.557 33.357 -0.0765
O 25.720 14.047 32.813 -0.2994
H 26.810 14.716 30.395 0.0608
H 28.490 14.315 30.749 0.0457
H 27.793 15.637 31.602 0.0548
H 26.977 12.824 31.689 0.0843
H 27.686 13.031 34.217 0.0503
H 28.557 14.489 33.688 0.0254
H 28.929 12.966 32.967 0.0410
C 23.829 15.106 25.880 -0.2592
S 24.538 16.825 26.124 0.8699
O 23.496 17.477 27.067 -0.5884
C 25.963 16.221 27.159 -0.2519
H 22.969 15.014 25.217 0.0403
H 23.493 14.730 26.846 0.0293
H 24.461 14.315 25.476 0.0419
H 26.529 15.452 26.634 0.0549
H 25.655 15.980 28.176 0.0302
H 26.622 17.061 27.379 0.0055
C 31.382 18.671 35.840 -0.2543
S 29.579 18.390 35.629 0.8402
O 29.215 18.646 34.180 -0.5802
C 29.272 16.540 35.844 -0.2082
H 31.574 19.736 35.968 0.0366
H 31.851 18.539 34.865 0.0380
H 31.748 18.253 36.778 0.0522
H 28.183 16.558 35.894 0.0236
H 29.640 16.162 36.798 0.0449
H 29.607 15.950 34.991 0.0273
C 24.155 16.534 30.384 -0.2925
S 23.262 15.021 30.006 0.8094
O 23.199 14.220 31.321 -0.5282
C 21.597 15.706 29.602 -0.2600
H 23.600 17.218 31.025 0.0402
H 24.174 17.242 29.556 0.0259
H 25.161 16.471 30.799 0.0330
H 20.992 14.823 29.397 0.0334
H 21.497 16.270 28.675 0.0303
H 21.166 16.304 30.406 0.0517
C 33.891 11.332 33.575 -0.2557
S 32.014 11.398 33.555 0.8344
O 31.458 10.032 34.048 -0.5777
C 31.918 12.525 34.981 -0.2757
H 34.372 12.279 33.331 0.0364
H 34.245 10.618 32.831 0.0394
H 34.381 11.049 34.507 0.0509
H 32.159 11.961 35.882 0.0533
H 30.972 13.039 35.152 0.0450
H 32.747 13.228 34.891 0.0154
C 24.396 10.347 37.570 -0.2730
S 23.740 10.317 35.812 0.8371
O 23.024 11.627 35.548 -0.5604
C 25.508 10.478 35.105 -0.2281
H 23.539 10.602 38.193 0.0353
H 25.112 11.144 37.768 0.0168
H 24.748 9.349 37.831 0.0360
H 25.538 10.422 34.017 0.0443
H 26.114 9.609 35.361 0.0361
H 25.935 11.420 35.450 0.0246
C 29.201 18.703 30.815 -0.2629
S 28.228 18.604 29.313 0.8419
O 28.654 19.901 28.625 -0.5964
C 29.264 17.338 28.457 -0.2543
H 28.480 18.878 31.614 0.0226
H 29.961 19.483 30.814 0.0693
H 29.636 17.742 31.092 0.0291
H 28.992 16.953 27.474 0.0379
H 29.156 16.503 29.149 0.0244
H 30.240 17.779 28.251 0.0548
C 31.123 15.137 32.167 -0.2336
S 32.623 16.120 32.635 0.8514
O 33.081 15.375 33.885 -0.6049
C 33.754 15.644 31.152 -0.2351
H 30.311 15.548 32.766 0.0208
H 31.252 14.070 32.348 0.0387
H 31.025 15.496 31.143 0.0302
H 34.722 16.144 31.175 0.0331
H 33.335 15.963 30.197 0.0337
H 33.996 14.596 30.975 0.0444
C 26.110 18.085 33.562 -0.2631
S 24.354 18.170 34.027 0.8079
O 23.577 16.899 33.700 -0.5314
C 24.555 17.991 35.787 -0.2861
H 26.621 18.991 33.887 0.0380
H 26.224 17.825 32.510 0.0361
H 26.625 17.304 34.122 0.0342
H 23.608 17.900 36.319 0.0559
H 25.027 18.889 36.183 0.0440
H 25.169 17.094 35.874 0.0120
C 27.112 14.001 37.567 -0.2484
S 25.350 14.578 37.359 0.8396
O 24.713 13.641 36.333 -0.5121
C 24.939 14.185 39.077 -0.2853
H 27.441 13.735 36.562 0.0316
H 27.258 13.106 38.171 0.0473
H 27.655 14.867 37.946 0.0264
H 25.095 13.116 39.224 0.0347
H 23.912 14.495 39.267 0.0458
H 25.607 14.699 39.768 0.0475
C 28.673 10.905 29.862 -0.2794
S 29.463 9.518 29.057 0.8008
O 30.080 8.697 30.152 -0.5655
C 28.066 8.593 28.348 -0.2738
H 29.366 11.575 30.370 0.0482
H 27.872 10.677 30.565 0.0601
H 28.144 11.427 29.064 0.0477
H 28.432 7.650 27.943 0.0423
H 27.671 9.063 27.448 0.0421
H 27.224 8.361 29.001 0.0571